1.
DFT (ωB97M-V/def2-TZVPD) results for C33H29CrN9O3S as an isolated structure.

The value obtained for the highest occupied orbital energy (alpha / beta) is -10.8247 / -10.8243 eV. As for the LUMO energy (alpha / beta): -3.660 / -3.228 eV. As for the charge: +1. The multiplicity is 2. The energy relative to the best compared isomer or geometry (same formula, charge and spin) comes out at 0.0 kJ/mol.

Geometry (Å):
C -0.323 5.319 -2.734
C -0.672 -4.228 1.853
O -1.098 -0.963 0.215
H 0.328 2.006 -4.163
H 1.335 3.742 2.433
H 0.463 -3.119 -4.280
N 9.803 4.147 3.502
H 3.064 -1.732 -4.240
H -1.626 3.666 -2.325
H 6.649 2.842 4.131
Cr 0.885 -0.653 0.160
H 4.894 1.416 3.130
C 5.798 1.637 2.579
C 1.818 -3.167 1.637
C 7.959 2.675 2.441
C 0.989 5.768 -2.752
H 2.788 -2.697 1.545
C 6.783 2.426 3.143
C 5.991 1.117 1.308
C 1.268 -2.859 -3.595
H -1.403 -0.609 -0.697
H 3.616 -2.129 -0.907
C -0.588 0.978 -2.524
H 7.279 0.974 -0.404
H 2.537 2.972 -1.621
C 2.021 4.924 -2.357
C 8.985 3.493 3.032
N 4.971 0.324 0.708
C 0.145 1.789 -1.510
N 0.896 2.290 0.544
C -1.570 -2.252 0.586
H -0.983 0.764 -5.872
C -0.440 -3.028 1.199
C 5.144 -0.827 -0.031
C -0.602 4.022 -2.327
C 1.670 -4.377 2.280
N 2.962 -0.402 0.199
H -2.870 -1.348 -2.661
C 3.647 0.531 0.826
C 3.900 -1.263 -0.338
H -1.935 -2.790 -0.289
H 2.535 -4.874 2.695
C 2.024 -1.590 -3.952
C -0.396 1.259 -3.870
C -1.125 0.560 -4.820
C 0.397 -4.918 2.391
H 1.252 2.544 3.667
O 2.474 0.339 -2.558
C 0.995 1.862 1.763
N 1.393 2.770 2.698
H 1.210 6.774 -3.082
O -0.117 -3.278 -1.656
C 1.957 -0.749 -2.690
H 6.116 -1.224 -0.254
H 3.238 1.390 1.326
C 0.425 3.188 -1.906
N 1.194 -1.384 -1.713
H 1.545 -1.024 -4.751
H 0.240 -5.859 2.900
C -2.038 -0.392 -4.398
H -1.128 5.971 -3.043
C -2.172 -0.609 -3.036
H -1.681 -4.607 1.930
N 0.787 -2.510 1.092
C 0.688 -2.570 -2.223
H -2.640 -0.952 -5.098
C 1.742 3.640 -1.925
H -2.377 -2.133 1.313
S 0.757 0.224 2.323
H 3.045 5.271 -2.384
H 1.910 -3.737 -3.507
C 7.156 1.363 0.598
N 0.474 1.314 -0.355
N -1.471 0.054 -2.122
C 8.148 2.139 1.171
H 9.060 2.345 0.630

---

2.
DFT (ωB97M-V/def2-TZVPD) results for C4H12BCsO2S as an isolated structure at a distorted geometry.

The value obtained for the highest occupied orbital energy is -6.5666 eV. As for the LUMO energy: -1.742 eV. As for the charge: 0. The energy relative to the best compared isomer or geometry (same formula, charge and spin) comes out at 342.3 kJ/mol.

Geometry (Å):
O 2.580 1.711 2.076
H -1.824 -8.699 -4.464
H -0.838 -9.831 -5.303
B -1.699 -9.190 -5.416
H 2.552 4.214 1.115
H 0.701 5.592 2.442
H 0.205 1.820 3.434
H -0.824 1.395 2.169
H -0.963 3.914 3.586
S 1.359 2.189 1.380
C 0.804 4.513 2.551
H 1.378 4.291 3.450
H -2.609 -9.726 -5.635
C -0.147 2.194 2.473
H -1.474 -8.458 -6.176
H 0.909 4.315 0.376
O 0.992 1.709 0.064
C -0.527 3.679 2.614
Cs -0.848 -3.716 -3.846
C 1.485 4.043 1.260
H -1.214 4.041 1.850

---

3.
DFT (ωB97M-V/def2-TZVPD) results for a 8-piece molecular cluster, C49H102BrIN11O8 overall at a distorted geometry.

The value obtained for the highest occupied orbital energy is -9.3460 eV. As for the LUMO energy: -2.108 eV. As for the charge: +1. The energy relative to the best compared isomer or geometry (same formula, charge and spin) comes out at 0.0 kJ/mol.

Geometry (Å):
H 4.372 -8.297 1.664
H -0.897 1.523 3.249
H -2.912 5.677 2.738
H 8.045 -1.988 -0.326
H -4.597 2.291 -6.966
H -1.085 5.753 -1.423
H 8.432 -3.548 1.658
H -3.539 3.808 0.439
N -3.099 1.958 -1.995
H -6.123 2.063 1.720
H 1.376 -1.279 2.297
H -14.654 -1.158 1.713
H -5.412 1.533 3.917
N -0.446 5.848 -3.369
H 3.396 -5.557 -0.466
H 1.845 1.253 2.368
H -3.979 1.596 6.095
H 2.377 3.577 -2.092
C -1.561 1.452 -0.097
H -1.851 4.370 -2.905
H -3.533 -0.006 6.618
C -13.725 -1.573 1.317
H -9.229 -0.407 3.256
C -0.864 -0.149 -1.779
H -4.581 2.354 -3.414
H -1.113 3.793 0.977
H -3.684 1.696 -0.037
C -0.594 -0.217 2.162
C 0.791 1.078 -0.330
C -11.725 -1.778 2.712
H 7.715 -6.848 -2.817
H 0.795 1.785 0.491
H -1.849 -0.864 0.590
H -1.106 0.689 -2.423
O -4.119 3.319 2.384
H -6.163 0.489 5.147
H -4.555 4.481 -8.299
H 10.718 -4.684 -2.509
O 6.879 -5.522 0.938
H -9.643 1.097 2.361
O -11.044 -2.258 3.598
H 0.161 2.323 -2.025
H 0.253 5.997 -5.332
H 8.110 -6.168 -1.232
N 8.693 -4.999 -2.867
C -4.428 1.704 -2.559
C -3.202 0.837 6.011
H 3.725 0.612 4.078
N -2.165 5.997 0.749
N 12.258 -1.484 -1.210
H 2.763 -6.434 0.942
C 5.855 -1.498 1.880
H -2.765 1.377 1.760
C 1.082 1.945 -1.575
H -2.576 6.820 0.333
H -4.915 3.861 2.397
H -4.587 -1.079 5.107
C -6.705 -0.085 3.232
C -1.616 3.579 -7.578
H 13.487 0.013 -0.425
C 0.393 6.486 -4.371
C -1.685 -1.019 2.949
O -0.888 3.115 -6.719
O 10.276 -2.158 -2.085
H 13.359 0.001 -2.193
H -1.317 6.282 1.222
C -3.131 5.418 1.700
C -1.888 -0.540 4.395
H 1.354 1.135 4.084
H -4.449 0.663 -2.875
O 6.526 -4.377 -2.585
H 0.132 7.541 -4.454
C 11.273 -1.457 -2.121
H -2.242 1.219 6.346
H 5.488 -7.242 2.562
H -3.028 2.941 -1.749
C 5.209 -7.610 1.574
H 6.312 -1.726 -0.618
C -0.782 -0.683 0.689
H -13.615 -3.025 4.190
H 5.253 -0.977 1.108
C -1.842 3.279 1.600
C 1.965 3.142 -1.189
C -2.951 1.251 -0.716
H -13.149 -0.771 0.858
H -1.244 4.275 -8.348
H 3.346 -7.330 -0.479
N -12.964 -2.189 2.385
H -13.964 -2.316 0.554
H 12.080 -3.431 -0.458
C 1.125 -1.466 -2.962
H 7.115 -3.689 2.836
H 1.744 -2.130 -3.513
C -4.429 -0.414 4.258
C 3.080 -0.042 3.499
N -2.928 3.311 -7.696
H -4.405 -0.992 3.335
N -0.773 1.228 2.293
C -0.416 6.307 -2.103
H -14.549 -3.500 2.752
H 2.782 2.796 -0.557
C 8.470 -6.298 -2.254
N 6.829 -2.246 1.353
H 8.212 -2.304 2.916
H 0.585 -1.069 3.824
H 9.399 -6.862 -2.244
C -3.137 0.349 4.545
H -6.758 -1.174 3.224
O 0.271 7.233 -1.713
C -7.540 0.586 2.412
C -7.100 1.657 1.462
H -4.102 5.856 1.459
H 1.598 1.373 -2.340
C 3.511 -6.450 0.146
C 5.747 -5.530 0.483
H -11.368 -0.942 2.089
H -1.945 -1.352 5.118
C 0.754 -0.589 2.863
H -5.229 1.872 -1.829
H -3.145 4.546 -9.372
H -1.689 -0.849 -1.714
H 1.372 3.852 -0.612
O 5.612 -1.373 3.069
N 4.840 -6.493 0.719
Br 2.370 -0.022 -0.065
I -0.115 -2.702 0.338
H 11.245 -2.189 0.481
C -1.287 4.736 -3.761
H -1.516 3.437 2.634
H -3.013 1.243 3.927
C -9.014 0.212 2.394
C 7.666 -4.150 -2.973
H 1.440 6.417 -4.075
C 0.198 -0.866 -2.487
H 6.067 -8.132 1.149
C -3.207 3.907 1.486
H -0.671 3.926 -4.157
H -2.659 -0.983 2.458
H -3.049 1.432 -6.785
H 13.018 -2.309 0.554
C 10.017 -4.654 -3.342
H 10.333 -5.369 -4.106
C -3.540 2.405 -6.740
H 5.372 -4.732 -0.176
C -13.553 -3.288 3.133
C 13.424 -0.626 -1.307
H -1.210 2.390 -0.516
H 2.971 -0.975 4.053
C 7.038 -2.336 -0.082
H -7.032 1.195 0.474
H 14.328 -1.234 -1.370
H -7.819 2.476 1.367
H 3.565 -0.306 2.570
H 6.935 -3.370 -0.396
C 7.703 -2.995 2.240
H -9.202 -0.421 1.516
H -1.032 0.073 4.697
H 7.939 -3.195 -3.446
H 11.447 -0.727 -2.928
N -0.525 0.348 -0.395
H -1.327 -2.046 2.981
H -3.423 2.799 -5.728
C -5.687 0.508 4.166
C 12.148 -2.407 -0.090
H -4.178 3.106 -9.360
H 10.015 -3.658 -3.765
C 1.703 0.584 3.212
C -1.792 1.739 1.401
H -1.986 5.057 -4.537
C -3.747 3.895 -8.742
H -12.929 -4.176 3.038
H -3.278 0.214 -0.794

---

4.
DFT (ωB97M-V/def2-TZVPD) results for one molecule with the formula C2H3ISi at a distorted geometry.

The value obtained for the highest occupied orbital energy is -9.3924 eV. As for the LUMO energy: -0.125 eV. Its structure (SMILES) is [SiH3]C#CI. As for the charge: 0. The energy relative to the best compared isomer or geometry (same formula, charge and spin) comes out at 86.5 kJ/mol.

Geometry (Å):
H -1.514 -0.242 -0.418
I 0.340 5.263 0.425
Si -0.135 0.127 0.021
H 0.688 -0.289 -1.010
C -0.209 1.960 0.187
H 0.424 -0.820 1.063
C 0.126 3.253 0.484